The following is a DFT calculation (ωB97M-V with the def2-TZVPD basis set) of a molecular structure, C17H20N5O3PTl.

```
! RIJCOSX wB97M-V def2-TZVPD def2/J DEFGRID3
* xyz 3 1
Tl -1.20 0.40 -0.20
N 2.74 2.14 3.13
C 1.56 2.04 2.53
N 1.40 1.64 1.29
C 2.51 1.33 0.60
N 2.43 0.96 -0.72
N 1.29 1.22 -1.30
C 1.19 1.76 -2.46
C -0.08 1.86 -3.17
C -0.09 2.23 -4.50
C -1.31 2.34 -5.16
C -2.47 2.11 -4.45
C -2.37 1.74 -3.11
N -1.20 1.59 -2.48
C 3.82 1.36 1.17
C 5.00 1.05 0.46
C 6.21 1.17 1.09
C 6.28 1.60 2.43
C 5.15 1.90 3.15
C 3.92 1.80 2.50
H 2.78 2.50 4.08
H 0.69 2.32 3.12
H 2.07 2.23 -2.90
H 0.84 2.43 -5.02
H -1.34 2.62 -6.20
H -3.44 2.20 -4.91
H -3.27 1.56 -2.53
H 4.93 0.71 -0.56
H 7.12 0.95 0.55
H 7.25 1.68 2.91
H 5.21 2.21 4.18
C -5.41 -3.93 -0.25
O -4.09 -3.93 0.43
P -3.05 -2.78 0.51
O -1.77 -3.35 1.17
C -1.20 -4.70 0.92
O -3.53 -1.56 1.34
C -4.43 -1.64 2.52
H -6.00 -4.65 0.30
H -5.25 -4.25 -1.27
H -5.85 -2.94 -0.19
H -0.52 -4.63 0.08
H -2.01 -5.40 0.74
H -0.67 -4.94 1.83
H -4.95 -0.69 2.55
H -3.80 -1.79 3.39
H -5.13 -2.47 2.39
*
```

The calculation puts the relative energy (zero: lowest compared OMol25 entry of this formula, charge and spin) at 0.0 kJ/mol. The molar mass comes out at 577.7 g/mol. Its electronic energy is -45502.1034 eV. Its LUMO energy (alpha / beta) is -10.83 / -11.04 eV.